# 1
The following is a DFT calculation (wB97M-V/def2-TZVPD) of an isolated molecule of C5H8O.

As for the energy above the lowest of the compared OMol25 structures with the same formula, charge and spin: 197.47 kJ/mol. As for the maximum force: 1.51 eV/Å. The value obtained for the LUMO energy is 1.17 eV. Its SMILES is C1C[C@@H]2O[C@@H]2C1. For the HOMO energy, the calculation gives -9.5024 eV. As for the total energy: -270.48268 Ha. The calculation puts the HOMO-LUMO gap at 10.669 eV.

The geometry in ORCA input format:
```
! RIJCOSX wB97M-V def2-TZVPD def2/J DEFGRID3
* xyz 0 1
C 0.16591 0.63825 1.04037
C 0.52696 1.11114 -0.38960
C 0.00709 0.02939 -1.30348
O 0.52492 -1.28176 -1.15048
C -0.73311 -0.98188 -0.54303
C -0.16950 -0.86200 0.94399
H -0.74898 1.12651 1.38047
H 0.96933 0.88665 1.74490
H 0.03878 2.06841 -0.61958
H 1.59933 1.24079 -0.54922
H -0.09875 0.18756 -2.37089
H -1.60546 -1.42163 -1.08184
H -0.82610 -1.24890 1.71571
H 0.78800 -1.42177 1.04928
*
```



# 2
The following is a DFT calculation (wB97M-V/def2-TZVPD) of AlO2V as an isolated structure.

As for the energy above the lowest of the compared OMol25 structures with the same formula, charge and spin: 117.36 kJ/mol. As for the maximum force: 2.26 eV/Å. The value obtained for the LUMO energy is -27.97 eV. For the HOMO energy, the calculation gives -33.3094 eV. As for the total energy: -1334.34888 Ha. The calculation puts the HOMO-LUMO gap at 5.338 eV.

The geometry in ORCA input format:
```
! RIJCOSX wB97M-V def2-TZVPD def2/J DEFGRID3
* xyz 4 1
Al 2.66151 -0.66504 1.07393
O 0.27334 -0.48899 -0.19354
V -1.31981 -0.15423 -0.59581
O -1.61504 1.30826 -0.28458
*
```



# 3
The following is a DFT calculation (wB97M-V/def2-TZVPD) of a 2-piece molecular cluster, C4H9N3S overall.

As for the energy above the lowest of the compared OMol25 structures with the same formula, charge and spin: 185.67 kJ/mol. As for the maximum force: 4.28 eV/Å. The value obtained for the LUMO energy is -9.35 eV. For the HOMO energy, the calculation gives -16.6589 eV. As for the total energy: -719.52465 Ha. The calculation puts the HOMO-LUMO gap at 7.311 eV.

The geometry in ORCA input format:
```
! RIJCOSX wB97M-V def2-TZVPD def2/J DEFGRID3
* xyz 2 1
C 2.61566 -1.42406 0.21852
C 0.16810 -1.63079 -0.16055
C -0.67520 0.83123 1.15660
C -0.57849 1.03979 -0.13835
N 1.32044 -1.39241 -0.14948
N -1.00205 -2.05491 -0.43168
N -0.84250 2.39097 -0.68069
S 3.16837 -2.38707 1.41139
H 3.25130 -0.76966 -0.36711
H -0.94143 1.61809 1.84606
H -0.48816 -0.11808 1.62524
H -0.32654 0.35253 -0.92402
H -1.81945 -1.80372 0.11365
H -1.11924 -2.84416 -1.06819
H -1.65888 2.39079 -1.31446
H -0.03726 2.74433 -1.22180
H -1.03466 3.05712 0.08488
*
```



# 4
The following is a DFT calculation (wB97M-V/def2-TZVPD) of a 2-piece molecular cluster, H4NPS overall.

As for the energy above the lowest of the compared OMol25 structures with the same formula, charge and spin: 394.46 kJ/mol. As for the maximum force: 3.08 eV/Å. The value obtained for the LUMO energy (alpha / beta) is -2.60 / -2.61 eV. For the HOMO energy (alpha / beta), the calculation gives -8.9417 / -8.9514 eV. As for the total energy: -796.53865 Ha. The calculation puts the HOMO-LUMO gap (alpha / beta) at 6.338 / 6.341 eV.

The geometry in ORCA input format:
```
! RIJCOSX wB97M-V def2-TZVPD def2/J DEFGRID3
* xyz 0 1
N -0.33960 -1.09740 -1.40042
P -0.29307 1.13523 0.62928
S 1.01012 -0.33488 0.89963
H 0.58006 -0.90303 -1.75583
H -0.36732 -2.16341 -1.45587
H -0.97062 0.99719 1.85136
H 0.38043 2.36630 1.23186
*
```



# 5
The following is a DFT calculation (wB97M-V/def2-TZVPD) of an isolated molecule of H3N3O2S.

As for the energy above the lowest of the compared OMol25 structures with the same formula, charge and spin: 400.64 kJ/mol. As for the maximum force: 5.73 eV/Å. The value obtained for the LUMO energy is -0.88 eV. For the HOMO energy, the calculation gives -9.0230 eV. As for the total energy: -714.47972 Ha. The calculation puts the HOMO-LUMO gap at 8.148 eV.

The geometry in ORCA input format:
```
! RIJCOSX wB97M-V def2-TZVPD def2/J DEFGRID3
* xyz 0 1
N -0.97632 1.07067 0.26272
N 0.18926 -1.25359 0.63643
N -0.67420 -1.04187 -0.33546
O -0.42736 1.11596 1.43176
O 1.29508 0.68469 -1.36541
S -0.39551 0.37829 -1.07175
H -0.42870 0.08831 1.55979
H 0.10640 -2.24026 1.01616
H 1.31135 1.19780 -2.13424
*
```



# 6
The following is a DFT calculation (wB97M-V/def2-TZVPD) of C3H4AuO3 as an isolated structure.

As for the expectation value of S²: 2.01. As for the energy above the lowest of the compared OMol25 structures with the same formula, charge and spin: 41.96 kJ/mol. As for the maximum force: 9.03 eV/Å. The value obtained for the LUMO energy (alpha / beta) is -16.71 / -19.75 eV. For the HOMO energy (alpha / beta), the calculation gives -26.8979 / -28.1084 eV. As for the total energy: -476.41484 Ha. The calculation puts the HOMO-LUMO gap (alpha / beta) at 10.191 / 8.360 eV.

The geometry in ORCA input format:
```
! RIJCOSX wB97M-V def2-TZVPD def2/J DEFGRID3
* xyz 3 3
C -1.38962 0.84737 -0.30650
C -1.24611 -0.42419 0.15074
O -0.12998 -1.19287 -0.04708
C 1.11240 -0.78033 0.15496
O 1.36162 0.50422 0.18084
O 2.06334 -1.53820 -0.03511
H -1.27338 0.99917 -1.38395
H -1.93105 -0.90923 0.84742
H -2.20139 1.40970 0.16422
Au 3.24417 -0.04044 0.27790
H 0.39000 1.12479 -0.00344
*
```



# 7
The following is a DFT calculation (wB97M-V/def2-TZVPD) of a 2-piece molecular cluster, C4H7NO overall.

As for the energy above the lowest of the compared OMol25 structures with the same formula, charge and spin: 435.08 kJ/mol. As for the maximum force: 3.62 eV/Å. The value obtained for the LUMO energy is 0.22 eV. For the HOMO energy, the calculation gives -9.3827 eV. As for the total energy: -286.46593 Ha. The calculation puts the HOMO-LUMO gap at 9.605 eV.

The geometry in ORCA input format:
```
! RIJCOSX wB97M-V def2-TZVPD def2/J DEFGRID3
* xyz 0 1
C -0.53204 1.55601 0.13063
C -0.54049 0.10458 -0.32118
C 0.68536 -0.77353 -0.00485
O 1.84736 0.02363 0.00187
C -1.57135 -0.91400 0.06990
N -1.51569 -2.07694 -0.09888
H -1.49943 2.00650 -0.10454
H -0.34291 1.65785 1.20042
H 0.24297 2.11384 -0.40795
H -0.68914 0.08384 -1.40580
H 0.03239 -1.93442 -0.59940
H 0.66247 -1.36878 0.89173
H 2.42287 -0.21340 0.74792
*
```



# 8
The following is a DFT calculation (wB97M-V/def2-TZVPD) of an isolated ion of composition C10H12N and charge +1.

As for the energy above the lowest of the compared OMol25 structures with the same formula, charge and spin: 520.32 kJ/mol. As for the maximum force: 4.21 eV/Å. The value obtained for the LUMO energy (alpha / beta) is -4.75 / -4.75 eV. Its SMILES is C=[N+]1C=CC=CC12C(C)=C2C. For the HOMO energy (alpha / beta), the calculation gives -12.2732 / -12.2733 eV. As for the total energy: -442.55948 Ha. The calculation puts the HOMO-LUMO gap (alpha / beta) at 7.523 / 7.524 eV.

The geometry in ORCA input format:
```
! RIJCOSX wB97M-V def2-TZVPD def2/J DEFGRID3
* xyz 1 1
C 1.89016 -1.21777 1.12936
C 2.60543 -0.57078 0.06086
C 0.59073 -0.92073 1.24260
C 2.07055 0.30883 -0.76891
C -0.06006 0.10278 0.35809
C -1.50692 0.35420 0.36876
C -1.27458 -0.74514 -0.33287
C 0.94619 2.32907 -0.38663
C -2.50353 1.33349 0.77212
C -1.39726 -1.86492 -1.20860
N 0.90125 1.00044 -0.32643
H 2.45812 -1.96255 1.69039
H 3.60414 -0.81791 -0.36463
H 0.11737 -1.67851 1.88537
H 2.52744 0.64492 -1.70593
H 0.23195 3.10603 0.00319
H 1.63822 2.89278 -0.93948
H -1.95084 2.18591 1.11907
H -3.15271 0.92078 1.70036
H -3.32287 1.40492 0.08493
H -2.46346 -2.31034 -1.04524
H -0.87798 -2.77127 -1.01777
H -1.07133 -1.72421 -2.31860
*
```



- Number 6 is which compound?
  C3H4AuO3